ORCA calculation (wB97M-V/def2-TZVPD) on one molecule with the formula C11H9Cl2N3O2.

Calculated values
Largest force on an atom, eV/A: 2.757
Kohn-Sham gap, eV: 6.5
SMILES: CC(C)[NH2+][C@]1(C#N)C(=O)C(Cl)=C(Cl)C([O-])=C1C#N
Calculated total energy, eV: -45160.5066

Each atom is followed by the atoms it is bonded to, with distances in Å.
Cartesian coordinates (Å):
1 C -1.2709 -0.8177 1.4866  C7 1.474, C10 1.400, C18 1.442
2 H -0.1400 -0.0190 -0.8217  C11 1.094
3 C -1.8683 -0.6144 -2.0192  H9 1.100, C11 1.523, H14 1.102, H24 1.099
4 O -0.0104 -2.7282 1.8751  C18 1.235
5 H -1.5479 2.0794 -2.5917  C20 1.099
6 N -3.1706 1.8107 2.7590  C19 1.168
7 C -1.3477 0.6358 1.2514  C1 1.474, C19 1.476, N21 1.493, C25 1.527
8 C 1.1991 -0.6494 1.8840  C12 1.375, Cl17 1.703, C18 1.499
9 H -2.1300 -1.4393 -1.3408  C3 1.100
10 C -2.4581 -1.5299 1.6976  C1 1.400, N15 1.172
11 C -1.0059 0.4278 -1.3193  H2 1.094, C3 1.523, C20 1.518, N21 1.558
12 C 1.1629 0.7188 1.7528  C8 1.375, Cl22 1.705, C25 1.455
13 H -1.7585 2.0355 -0.1293  N21 1.037
14 H -1.3274 -1.0465 -2.8761  C3 1.102
15 N -3.4467 -2.1152 1.9279  C10 1.172
16 H -0.0365 1.2567 -3.0685  C20 1.101
17 Cl 2.6353 -1.4690 2.2917  C8 1.703
18 C -0.0274 -1.5003 1.7450  C1 1.442, O4 1.235, C8 1.499
19 C -2.3700 1.2376 2.1304  N6 1.168, C7 1.476
20 C -0.6355 1.5995 -2.2113  H5 1.099, C11 1.518, H16 1.101, H26 1.099
21 N -1.8167 1.0006 -0.1183  C7 1.493, C11 1.558, H13 1.037, H27 1.024
22 Cl 2.5678 1.6770 1.8732  C12 1.705
23 O -0.0960 2.5877 0.9816  C25 1.224
24 H -2.7866 -0.1388 -2.3918  C3 1.099
25 C -0.0495 1.4303 1.3780  C7 1.527, C12 1.455, O23 1.224
26 H -0.0424 2.3390 -1.6547  C20 1.099
27 H -2.7883 0.6959 -0.2248  N21 1.024